Entry 1:
Entry from the Open Molecules 2025 dataset: an isolated ion of composition CH4ClN2O and charge +1 (ωB97M-V/def2-TZVPD).

```
9
Properties=species:S:1:pos:R:3
N -0.42 -0.33 -1.11
C 0.63 -0.53 -0.25
N 0.65 0.11 1.01
O 1.65 -1.25 -0.57
Cl 1.66 -2.04 -2.17
H -1.22 0.18 -0.83
H -0.44 -0.88 -2.03
H -0.09 0.72 1.44
H 1.42 0.04 1.73
```

Output
molar mass = 95.51 g/mol
net charge = +1
orbital gap = 9.583 eV
E_HOMO = -16.05 eV

Charges per atom according to Löwdin partitioning, unit e: 0.186 -0.459 0.185 -0.310 0.833 0.123 0.124 0.156 0.163



Entry 2:
Entry from the Open Molecules 2025 dataset: C14H39N3O5Zr as an isolated structure (ωB97M-V/def2-TZVPD).

```
62
Properties=species:S:1:pos:R:3
Zr -23.04 -2.15 -1.75
C -23.84 0.62 -2.65
C -22.74 0.92 -1.58
O -22.07 -0.25 -1.23
O -24.22 -0.53 -2.47
H -23.49 0.89 -3.64
H -24.52 1.45 -2.38
H -23.25 1.24 -0.69
H -21.88 1.65 -1.79
H -21.31 0.12 -0.71
H -25.16 -0.48 -2.68
C -25.17 -0.14 0.83
C -24.64 -1.58 0.95
C -25.62 -2.37 0.25
O -25.24 -2.53 -1.20
C -26.42 -2.88 -1.94
N -23.34 -1.89 0.32
H -26.10 -0.16 1.37
H -25.18 0.12 -0.20
H -24.64 0.72 1.36
H -24.59 -1.86 2.01
H -26.62 -2.01 0.30
H -25.79 -3.26 0.66
H -27.38 -2.74 -1.45
H -26.38 -3.94 -2.27
H -26.41 -2.24 -2.79
H -23.30 -2.75 0.98
H -22.68 -1.27 0.92
C -20.60 -3.32 0.63
C -20.78 -3.94 -0.63
C -21.90 -4.87 -0.59
O -23.12 -4.19 -0.82
C -24.09 -5.22 -0.85
N -21.15 -2.99 -1.62
H -19.82 -3.91 1.14
H -21.40 -3.34 1.34
H -20.20 -2.31 0.59
H -19.89 -4.42 -0.96
H -21.92 -5.46 0.27
H -21.81 -5.60 -1.36
H -23.85 -5.92 -1.62
H -24.99 -4.79 -0.94
H -24.09 -5.91 -0.02
H -20.79 -3.49 -2.45
H -20.27 -2.36 -1.52
C -25.02 -2.14 -4.94
C -23.68 -2.80 -4.66
C -22.56 -1.81 -4.84
O -21.95 -1.37 -3.58
C -20.97 -0.44 -4.07
N -23.59 -3.37 -3.36
H -24.90 -1.88 -5.97
H -25.21 -1.12 -4.49
H -25.92 -2.88 -4.97
H -23.58 -3.66 -5.36
H -22.84 -1.15 -5.63
H -21.73 -2.39 -5.29
H -20.35 -0.14 -3.23
H -21.32 0.34 -4.75
H -20.25 -0.97 -4.65
H -22.88 -4.13 -3.60
H -24.39 -4.03 -3.36
```

Output
molar mass = 420.71 g/mol
net charge = +4
orbital gap = 9.941 eV
E_HOMO = -24.03 eV

Charges per atom according to Löwdin partitioning, unit e: 1.929 -0.307 -0.125 -0.202 -0.128 0.154 0.186 0.119 0.196 0.188 0.162 0.012 -0.349 -0.098 -0.324 -0.009 -0.060 0.117 0.060 0.137 0.192 0.148 0.112 0.136 0.125 0.068 0.162 0.182 -0.021 -0.430 -0.139 -0.312 -0.002 -0.053 0.153 0.089 0.114 0.180 0.159 0.150 0.124 0.040 0.147 0.164 0.203 -0.014 -0.390 -0.113 -0.329 -0.010 -0.051 0.098 0.104 0.158 0.191 0.155 0.163 0.116 0.140 0.107 0.186 0.142



Entry 3:
Entry from the Open Molecules 2025 dataset: a 2-piece molecular cluster, C2ClF5 overall (ωB97M-V/def2-TZVPD).

```
8
Properties=species:S:1:pos:R:3
C -0.76 0.28 -0.13
C 0.68 -0.07 0.28
F -1.48 0.49 0.98
F -1.38 -0.64 -0.84
F -0.78 1.42 -0.82
F 0.79 -0.55 1.49
F 0.98 -1.81 -0.68
Cl 1.94 0.87 -0.27
```

Output
molar mass = 154.47 g/mol
net charge = 0
orbital gap = 10.565 eV
E_HOMO = -12.13 eV

Charges per atom according to Löwdin partitioning, unit e: -0.642 -0.605 0.170 0.193 0.139 0.126 -0.302 0.923



Entry 4:
Entry from the Open Molecules 2025 dataset: an isolated ion of composition CH2BrO2S and charge -1 (ωB97M-V/def2-TZVPD).

```
7
Properties=species:S:1:pos:R:3
C -0.09 -0.11 -0.50
O 1.17 -0.02 1.66
O -1.12 1.04 1.13
S -0.28 -0.24 1.30
Br 0.84 -1.48 -2.07
H -1.14 0.14 -0.85
H 0.60 0.68 -0.66
```

Output
molar mass = 158.00 g/mol
net charge = -1
orbital gap = 7.759 eV
E_HOMO = -4.36 eV

Charges per atom according to Löwdin partitioning, unit e: -0.565 -0.595 -0.588 0.621 0.116 0.031 -0.020



Please write out number 4 again, unchanged.
Entry from the Open Molecules 2025 dataset: an isolated ion of composition CH2BrO2S and charge -1 (ωB97M-V/def2-TZVPD).

```
7
Properties=species:S:1:pos:R:3
C -0.09 -0.11 -0.50
O 1.17 -0.02 1.66
O -1.12 1.04 1.13
S -0.28 -0.24 1.30
Br 0.84 -1.48 -2.07
H -1.14 0.14 -0.85
H 0.60 0.68 -0.66
```

Output
molar mass = 158.00 g/mol
net charge = -1
orbital gap = 7.759 eV
E_HOMO = -4.36 eV

Charges per atom according to Löwdin partitioning, unit e: -0.565 -0.595 -0.588 0.621 0.116 0.031 -0.020